Entry 1:
DFT (the ωB97M-V functional and the def2-TZVPD basis) results for a molecular structure, C18H43GeN3O3Ti.

Geometry as XYZ:
```
69
Properties=species:S:1:pos:R:3:forces:R:3:nbo_charge:R:1
Ti -0.40687 -0.26831 0.37633 0.0 0.6 0.5 2.116
C 2.16930 -2.31998 2.74491 0.0 0.0 0.0 -0.638
C 0.87457 -1.68766 3.20208 0.0 -0.1 0.0 0.327
C 0.09787 -2.60352 4.12870 0.0 0.0 0.0 -0.694
C 1.03560 -0.30983 3.80066 0.0 0.0 0.0 -0.649
O 0.01283 -1.54870 1.90894 -0.2 0.0 -0.1 -1.096
Ge -1.70269 -2.34619 1.90991 0.1 -0.1 0.0 1.609
O -1.57420 -1.67773 -0.02403 -0.1 -0.3 0.2 -1.008
C -1.60267 -2.83192 -1.04114 0.0 0.0 -0.2 0.315
C -1.91434 -4.10562 -0.27762 0.0 0.0 0.0 -0.695
C -0.21348 -2.89145 -1.65317 -0.1 0.0 0.0 -0.647
C -2.69517 -2.48503 -2.02893 0.0 0.0 0.1 -0.640
O -1.40110 0.77702 1.22165 0.5 0.1 -0.4 -0.800
C -2.41293 1.79216 1.92371 -0.1 -0.1 0.0 0.343
C -3.22019 0.90726 2.84184 0.1 0.0 0.0 -0.658
C -1.53086 2.78359 2.63466 0.0 0.0 0.0 -0.655
C -3.20061 2.36512 0.77300 0.0 0.0 0.1 -0.658
H 2.83285 -2.43058 3.60403 0.0 0.0 0.0 0.284
H 2.69394 -1.70073 2.01466 0.0 0.0 0.0 0.193
H 2.00258 -3.31208 2.32603 0.0 0.0 0.0 0.242
H 0.70822 -2.80702 5.01060 0.0 0.0 0.0 0.308
H -0.10042 -3.58494 3.67993 0.0 0.0 0.0 0.237
H -0.82937 -2.15016 4.49544 0.0 0.0 0.0 0.240
H 1.46885 -0.41451 4.79658 0.0 0.0 0.0 0.291
H 0.07285 0.18892 3.91254 0.0 0.0 0.0 0.227
H 1.73157 0.31425 3.23760 0.0 0.0 0.0 0.202
H -1.13343 -4.35936 0.45916 0.0 0.0 0.0 0.224
H -1.91563 -4.94863 -0.97245 0.0 0.0 0.0 0.312
H -2.90624 -4.08685 0.18102 0.0 0.0 0.0 0.260
H 0.54886 -3.07187 -0.88955 0.0 0.0 0.0 0.227
H 0.01433 -1.97914 -2.21421 0.0 0.0 0.0 0.189
H -0.16569 -3.71516 -2.36623 0.0 0.0 0.0 0.292
H -3.65998 -2.39912 -1.53045 0.0 0.0 0.0 0.256
H -2.77443 -3.27604 -2.77614 0.0 0.0 0.0 0.279
H -2.48602 -1.55372 -2.55860 0.0 0.0 0.0 0.205
H -2.59028 0.44576 3.60594 0.0 0.0 0.0 0.225
H -3.78111 0.15624 2.28066 0.0 0.0 0.0 0.229
H -3.95435 1.52492 3.36361 0.0 0.0 0.0 0.298
H -0.92590 2.30957 3.40599 0.0 0.0 0.0 0.232
H -2.17586 3.51024 3.13431 0.0 0.0 0.0 0.292
H -0.90246 3.33948 1.93838 0.0 0.0 0.0 0.225
H -3.74921 1.59240 0.23398 0.0 0.0 0.0 0.236
H -2.56653 2.94534 0.09993 0.0 0.0 0.0 0.220
H -3.93900 3.05983 1.18062 0.0 0.0 0.0 0.296
N 3.47042 0.22396 -3.78764 0.0 0.0 0.0 -0.671
C 2.44671 0.42295 -2.68436 -0.1 0.1 0.1 -0.042
C 3.11518 1.16583 -1.52637 0.0 0.0 0.0 -0.446
C 2.14441 1.72251 -0.47927 0.0 0.1 -0.1 -0.042
N 1.59294 0.65760 0.45191 0.0 -0.1 0.0 -0.923
C 1.01371 2.51749 -1.11768 0.0 -0.1 0.0 -0.436
C 0.28537 1.74548 -2.20964 0.1 0.1 0.0 -0.044
N -0.60833 0.68704 -1.59762 -0.1 -0.1 0.0 -0.910
C 1.25202 1.18653 -3.25953 0.0 -0.1 0.0 -0.446
H 4.29081 -0.30262 -3.46603 0.0 0.0 0.0 0.464
H 3.81835 1.12072 -4.14914 0.0 0.0 0.0 0.460
H 3.08213 -0.28652 -4.58895 0.0 0.0 0.0 0.464
H 2.16072 -0.58872 -2.38644 0.0 0.0 0.0 0.216
H 3.64346 2.03814 -1.92512 0.0 0.0 0.0 0.262
H 3.87585 0.54242 -1.04776 0.0 0.0 0.0 0.248
H 2.72983 2.39830 0.14501 0.0 0.0 0.0 0.260
H 1.47521 1.13069 1.35283 0.0 0.0 0.0 0.430
H 2.32817 -0.02670 0.63987 0.0 0.0 0.0 0.422
H 1.43791 3.42199 -1.55882 0.0 0.0 0.0 0.282
H 0.30914 2.86541 -0.35618 0.0 0.0 0.0 0.243
H -0.37091 2.43588 -2.74063 0.0 0.0 0.0 0.261
H -0.86644 0.01273 -2.31965 0.0 0.0 0.0 0.419
H -1.49404 1.16416 -1.40035 0.0 0.0 0.0 0.433
H 1.62101 2.05731 -3.81115 0.0 0.0 0.0 0.263
H 0.70905 0.57481 -3.98590 0.0 0.0 0.0 0.247
```
Forces are in eV/Å.

Properties
* total charge: +4
* HOMO: -22.705 eV
* lowest unoccupied orbital energy: -13.5 eV
* frontier orbital gap: 9.235 eV
* max |F|: 0.746 eV/Å

Entry 2:
DFT (the ωB97M-V functional and the def2-TZVPD basis) results for C21H32N4O3 in the gas phase.

Geometry as XYZ:
```
60
Properties=species:S:1:pos:R:3:forces:R:3:nbo_charge:R:1
C -6.80471 -0.99941 -0.52692 0.0 0.0 0.0 -0.600
C -5.32556 -0.69088 -0.71719 0.0 0.0 0.0 -0.390
C -4.42033 -1.78146 -0.15903 0.0 0.0 0.0 -0.387
C -2.93991 -1.47913 -0.34065 0.0 0.1 0.0 -0.393
C -2.04073 -2.56489 0.24763 0.0 0.0 0.0 -0.427
C -0.56974 -2.25611 0.15016 0.0 0.0 0.0 -0.167
C 0.05604 -1.87117 -0.95345 0.0 0.0 0.0 -0.198
C 1.52543 -1.57982 -0.99460 0.0 0.1 0.1 -0.537
C 1.84756 -0.39132 -1.89081 0.1 -0.2 0.0 0.699
O 0.97932 0.12790 -2.58096 0.0 0.1 -0.1 -0.657
N 3.14527 0.01906 -1.92860 0.0 0.0 0.1 -0.448
C 3.55458 1.03066 -2.90048 0.0 0.0 0.0 -0.219
C 4.28339 2.20359 -2.25585 0.0 0.0 0.0 -0.418
C 3.51245 2.82113 -1.12145 0.0 0.0 0.0 -0.219
C 4.20486 3.22871 0.14607 -0.1 0.0 0.0 -0.382
C 3.27965 2.04935 0.16062 0.1 0.0 0.0 -0.155
C 1.94695 2.30047 0.82859 -0.1 0.2 -0.2 0.702
O 1.82664 2.88379 1.88703 0.0 0.0 0.1 -0.612
N 0.86880 1.81090 0.15200 0.1 -0.1 0.0 -0.634
C -0.43962 1.84531 0.74471 0.0 0.0 0.1 -0.288
C -0.64650 0.78182 1.78043 0.1 -0.1 0.1 0.559
N -1.76266 0.41792 2.31751 -0.1 0.0 0.1 -0.520
C -1.35544 -0.54462 3.21760 -0.1 0.1 -0.1 0.325
C -2.29332 -1.27229 4.11176 0.1 0.0 0.0 -0.652
N -0.07593 -0.75991 3.22272 0.0 0.0 -0.1 -0.164
O 0.40830 0.13290 2.26012 0.1 0.0 0.0 -0.300
C 3.80564 0.63021 0.40655 0.0 0.0 0.0 -0.414
C 4.07150 -0.24362 -0.83692 0.0 0.0 0.0 -0.215
H -7.43686 -0.20848 -0.93179 0.0 0.0 0.0 0.208
H -7.07610 -1.93208 -1.02601 0.0 0.0 0.0 0.200
H -7.04625 -1.11040 0.53230 0.0 0.0 0.0 0.200
H -5.10982 -0.55463 -1.78143 0.0 0.0 0.0 0.193
H -5.08031 0.25851 -0.23118 0.0 0.0 0.0 0.196
H -4.63263 -1.91460 0.90814 0.0 0.0 0.0 0.189
H -4.66253 -2.73598 -0.64061 0.0 0.0 0.0 0.191
H -2.72022 -1.35195 -1.40471 0.0 0.0 0.0 0.196
H -2.70296 -0.52665 0.14401 0.0 -0.1 0.0 0.209
H -2.30697 -2.70986 1.29731 0.0 0.0 0.0 0.199
H -2.25547 -3.51783 -0.24834 0.0 0.0 0.0 0.211
H 0.01378 -2.36842 1.06059 0.0 0.1 0.0 0.201
H -0.48145 -1.75989 -1.88865 0.0 0.0 0.0 0.216
H 1.89150 -1.41513 0.02029 0.0 0.0 0.0 0.232
H 2.08738 -2.43225 -1.39423 0.0 0.0 0.0 0.235
H 4.20669 0.56169 -3.64353 0.0 0.0 0.0 0.195
H 2.65173 1.36381 -3.40571 0.0 0.0 0.0 0.241
H 5.27094 1.89446 -1.90506 0.0 0.0 0.0 0.199
H 4.46301 2.95570 -3.02734 0.0 0.0 0.0 0.229
H 2.67707 3.44175 -1.42749 0.0 0.0 0.0 0.224
H 5.26512 3.01954 0.21532 0.0 0.0 0.0 0.208
H 3.87450 4.11698 0.66434 0.0 0.0 0.0 0.237
H 0.96209 1.45248 -0.78660 0.0 0.0 0.0 0.428
H -0.59816 2.80787 1.23359 0.0 0.0 0.0 0.249
H -1.19700 1.72121 -0.02641 0.0 0.0 0.0 0.244
H -1.76777 -2.06484 4.63855 0.0 0.0 0.0 0.236
H -2.71820 -0.58201 4.84058 0.0 0.0 0.0 0.237
H -3.11229 -1.69179 3.52902 0.0 0.0 0.0 0.232
H 4.71806 0.67282 1.00545 0.0 0.0 0.0 0.224
H 3.06908 0.12101 1.03194 0.0 0.0 0.0 0.228
H 4.03834 -1.29524 -0.55485 0.0 0.0 0.0 0.216
H 5.07376 -0.06489 -1.22413 0.0 -0.1 0.0 0.205
```
Forces are in eV/Å.

Properties
* total charge: 0
* SMILES: CCCCC/C=C/CC(=O)N1CC[C@@H]2C[C@]2(C(=O)NCc2nc(C)no2)CC1
* HOMO: -9.267 eV
* lowest unoccupied orbital energy: 0.8 eV
* frontier orbital gap: 10.023 eV
* energy above the lowest of the compared OMol25 structures with the same formula, charge and spin: 309.9 kJ/mol
* max |F|: 0.274 eV/Å

Entry 3:
DFT (the ωB97M-V functional and the def2-TZVPD basis) results for 2 unconnected molecules or ions with the total composition C8H13NOSi in a non-equilibrium geometry.

Geometry as XYZ:
```
24
Properties=species:S:1:pos:R:3:forces:R:3:nbo_charge:R:1
C -3.24262 2.66879 0.54845 -0.7 2.6 4.2 -0.243
C -2.48274 1.96742 1.60022 0.5 -2.5 -1.5 -0.249
C -3.14696 2.03466 -0.56965 -1.6 -1.1 -4.3 -0.180
C -1.95014 0.83965 1.00722 1.5 1.0 1.8 -0.178
C 1.36499 -1.75356 -1.75595 1.2 -0.2 0.0 0.184
C -2.38051 0.76981 -0.41436 0.2 0.0 0.5 -0.517
C 1.71195 -2.27010 1.41688 -1.0 4.7 -0.9 -1.055
C 3.32536 0.30257 -0.14629 -0.7 -1.3 -0.5 -1.105
N 0.74000 -1.84762 -2.81653 -2.7 2.5 1.7 -0.701
O 2.58451 -2.42691 -1.52533 0.8 0.1 1.1 -0.836
Si 2.29818 -1.35932 -0.22037 -0.7 0.3 -0.2 1.666
H -3.81905 3.57747 0.86559 0.7 -0.8 -1.0 0.218
H -2.42459 2.17299 2.65074 0.0 0.4 0.2 0.215
H -3.55823 2.35223 -1.57958 0.4 -0.4 1.6 0.216
H -2.88898 -0.21407 -0.39846 -0.4 0.6 -0.8 0.259
H -1.65378 0.79145 -1.21434 0.8 -0.6 0.1 0.253
H 2.05803 -3.22074 1.36472 1.1 -2.9 0.1 0.240
H 2.09955 -1.67343 2.27008 -0.3 -0.7 -0.3 0.239
H 0.59276 -2.24423 1.41380 1.0 -0.1 0.0 0.256
H 4.16336 0.14184 0.48030 0.4 0.1 2.0 0.241
H 3.97709 0.47693 -0.97771 -0.4 -0.2 -1.6 0.261
H 2.77793 1.23610 0.00661 0.0 -0.4 0.5 0.261
H 1.06369 -2.44479 -3.49183 1.4 -2.0 -1.8 0.349
H -1.20981 0.12285 1.48579 -1.3 0.9 -0.6 0.205
```
Forces are in eV/Å.

Properties
* total charge: 0
* SMILES: [H]/N=C1\O[Si]1(C)C.C1=CCC=C1
* HOMO: -8.557 eV
* lowest unoccupied orbital energy: 0.5 eV
* frontier orbital gap: 9.024 eV
* energy above the lowest of the compared OMol25 structures with the same formula, charge and spin: 299.5 kJ/mol
* max |F|: 4.983 eV/Å

Entry 4:
DFT (the ωB97M-V functional and the def2-TZVPD basis) results for C9H14OP2S in the gas phase in a non-equilibrium geometry.

Geometry as XYZ:
```
27
Properties=species:S:1:pos:R:3:forces:R:3:nbo_charge:R:1
C 1.75670 -0.27181 0.22774 0.1 -0.6 -1.8 -0.199
C 0.62459 1.65969 1.12985 -1.5 -3.4 -4.7 -0.204
C 0.78257 -0.42154 -0.77602 1.6 0.7 1.1 -0.201
C -0.38155 1.46222 0.05663 0.2 2.6 3.2 -0.168
C 1.67687 0.77128 1.13164 -1.1 -0.4 -0.3 -0.013
C -0.27160 0.46894 -0.85702 -1.2 -0.7 -0.2 -0.389
C 3.38471 -0.22702 2.70998 0.5 0.1 -1.8 -0.588
C 2.80284 0.99872 2.02046 0.7 -1.4 1.1 -0.424
C -2.61878 -1.28975 -0.70503 0.1 3.1 -1.8 -0.789
O -2.65695 1.34557 -1.75948 0.8 0.2 0.4 -1.017
P -4.05276 -2.25395 -3.28222 -0.2 0.5 -0.6 0.185
P -1.65316 0.04076 -2.02183 -1.5 -0.7 1.5 1.057
S -4.22736 -1.86822 -1.22349 -0.1 -0.3 0.1 -0.059
H 2.71344 -0.83936 0.20946 -1.1 0.1 -0.1 0.209
H 0.75339 2.31855 1.88577 -0.9 2.8 1.9 0.210
H 0.94300 -1.06328 -1.59273 0.2 -1.3 -0.7 0.210
H -1.28860 2.10820 -0.01311 1.0 -0.4 0.3 0.231
H 2.80241 -0.75385 3.40539 -1.3 -0.4 0.9 0.209
H 4.29196 0.03393 3.17163 1.2 0.5 0.9 0.208
H 3.67848 -0.92515 1.95019 0.2 -0.7 -0.3 0.194
H 3.54792 1.41320 1.38772 1.1 0.6 -0.2 0.214
H 2.58467 1.65174 2.81155 -0.5 1.5 0.8 0.206
H -2.85072 -0.71090 0.20296 0.8 -0.5 -0.1 0.243
H -1.91679 -2.06786 -0.71335 0.9 -1.2 0.8 0.211
H -3.50379 1.43514 -2.20089 0.1 -0.5 -0.3 0.514
H -2.64782 -2.12111 -3.46741 -0.2 -0.2 0.2 -0.007
H -4.27369 -0.89410 -3.68839 0.1 -0.4 -0.2 -0.040
```
Forces are in eV/Å.

Properties
* total charge: 0
* SMILES: CCc1ccc(P(O)CSP)cc1
* HOMO: -8.138 eV
* lowest unoccupied orbital energy: 0.6 eV
* frontier orbital gap: 8.759 eV
* energy above the lowest of the compared OMol25 structures with the same formula, charge and spin: 0.0 kJ/mol
* max |F|: 5.959 eV/Å

What is the total charge in the fourth record? 0

Among the records above, which one has the lowest lowest unoccupied orbital energy? C18H43GeN3O3Ti

Among the records above, which one has the highest frontier orbital gap? C21H32N4O3

Repeat the fourth record exactly.
DFT (the ωB97M-V functional and the def2-TZVPD basis) results for C9H14OP2S in the gas phase in a non-equilibrium geometry.

Geometry as XYZ:
```
27
Properties=species:S:1:pos:R:3:forces:R:3:nbo_charge:R:1
C 1.75670 -0.27181 0.22774 0.1 -0.6 -1.8 -0.199
C 0.62459 1.65969 1.12985 -1.5 -3.4 -4.7 -0.204
C 0.78257 -0.42154 -0.77602 1.6 0.7 1.1 -0.201
C -0.38155 1.46222 0.05663 0.2 2.6 3.2 -0.168
C 1.67687 0.77128 1.13164 -1.1 -0.4 -0.3 -0.013
C -0.27160 0.46894 -0.85702 -1.2 -0.7 -0.2 -0.389
C 3.38471 -0.22702 2.70998 0.5 0.1 -1.8 -0.588
C 2.80284 0.99872 2.02046 0.7 -1.4 1.1 -0.424
C -2.61878 -1.28975 -0.70503 0.1 3.1 -1.8 -0.789
O -2.65695 1.34557 -1.75948 0.8 0.2 0.4 -1.017
P -4.05276 -2.25395 -3.28222 -0.2 0.5 -0.6 0.185
P -1.65316 0.04076 -2.02183 -1.5 -0.7 1.5 1.057
S -4.22736 -1.86822 -1.22349 -0.1 -0.3 0.1 -0.059
H 2.71344 -0.83936 0.20946 -1.1 0.1 -0.1 0.209
H 0.75339 2.31855 1.88577 -0.9 2.8 1.9 0.210
H 0.94300 -1.06328 -1.59273 0.2 -1.3 -0.7 0.210
H -1.28860 2.10820 -0.01311 1.0 -0.4 0.3 0.231
H 2.80241 -0.75385 3.40539 -1.3 -0.4 0.9 0.209
H 4.29196 0.03393 3.17163 1.2 0.5 0.9 0.208
H 3.67848 -0.92515 1.95019 0.2 -0.7 -0.3 0.194
H 3.54792 1.41320 1.38772 1.1 0.6 -0.2 0.214
H 2.58467 1.65174 2.81155 -0.5 1.5 0.8 0.206
H -2.85072 -0.71090 0.20296 0.8 -0.5 -0.1 0.243
H -1.91679 -2.06786 -0.71335 0.9 -1.2 0.8 0.211
H -3.50379 1.43514 -2.20089 0.1 -0.5 -0.3 0.514
H -2.64782 -2.12111 -3.46741 -0.2 -0.2 0.2 -0.007
H -4.27369 -0.89410 -3.68839 0.1 -0.4 -0.2 -0.040
```
Forces are in eV/Å.

Properties
* total charge: 0
* SMILES: CCc1ccc(P(O)CSP)cc1
* HOMO: -8.138 eV
* lowest unoccupied orbital energy: 0.6 eV
* frontier orbital gap: 8.759 eV
* energy above the lowest of the compared OMol25 structures with the same formula, charge and spin: 0.0 kJ/mol
* max |F|: 5.959 eV/Å